Below is a cluster of 8 separate species, H18NO7 in total in a non-equilibrium geometry, with properties calculated with ωB97M-V/def2-TZVPD.

Results
charge = +1
HOMO energy = -14.223 eV
LUMO level = -3.163 eV
orbital gap = 11.06 eV

Last column: Mulliken charge in e.
Cartesian coordinates (Å):
1 O 23.026 25.621 17.087  -0.59
2 O 17.958 29.660 15.460  -0.58
3 O 22.661 28.490 16.950  -0.68
4 O 20.908 24.938 14.062  -0.65
5 O 21.566 29.428 13.877  -0.60
6 O 17.641 25.872 17.466  -0.62
7 O 19.651 28.820 18.583  -0.59
8 N 19.962 27.535 15.611  -0.35
9 H 19.293 27.058 16.350  0.33
10 H 17.171 26.530 17.839  0.29
11 H 22.388 28.634 17.830  0.30
12 H 18.143 30.586 15.354  0.30
13 H 23.340 29.114 16.377  0.33
14 H 19.894 28.542 19.427  0.29
15 H 20.893 29.731 13.253  0.31
16 H 20.306 28.331 16.166  0.40
17 H 20.757 26.860 15.714  0.30
18 H 19.674 27.556 14.671  0.30
19 H 22.016 30.196 14.148  0.29
20 H 21.736 24.410 14.195  0.34
21 H 20.951 25.494 13.333  0.31
22 H 17.638 25.217 18.130  0.31
23 H 20.101 29.691 18.509  0.31
24 H 23.739 25.309 16.601  0.34
25 H 23.059 26.529 16.930  0.31
26 H 17.535 29.462 14.678  0.29

=====

Below is a structure of composition H18Ne2O9, with properties calculated with ωB97M-V/def2-TZVPD.

Results
HOMO energy = -9.918 eV
LUMO level = -0.532 eV
orbital gap = 9.39 eV

Last column: Mulliken charge in e.
Cartesian coordinates (Å):
1 Ne -1.148 -0.721 3.554  0.00
2 Ne 0.218 0.476 1.129  0.03
3 O -1.588 -2.300 0.133  -0.61
4 O 1.112 -1.912 -0.711  -0.60
5 O -0.376 3.177 -0.093  -0.66
6 O 0.814 3.130 -2.573  -0.70
7 O -2.978 0.148 -0.384  -0.63
8 O -0.994 -1.250 -3.102  -0.61
9 O 2.172 -1.913 1.912  -0.64
10 O 2.027 0.605 3.599  -0.63
11 O 2.473 1.125 -1.365  -0.65
12 H 2.079 0.062 4.386  0.29
13 H -1.055 -0.977 -2.187  0.27
14 H 1.931 1.729 -1.873  0.39
15 H 1.779 -2.411 2.629  0.33
16 H 1.422 -2.807 -0.851  0.27
17 H -2.030 -2.809 0.813  0.28
18 H 0.124 2.984 -3.219  0.32
19 H -2.960 0.917 0.186  0.29
20 H 1.942 -0.022 2.881  0.37
21 H 0.351 3.194 -1.737  0.41
22 H 0.141 3.542 0.626  0.30
23 H 0.179 -2.009 -0.520  0.38
24 H -3.892 -0.133 -0.380  0.31
25 H -1.884 -1.514 -3.333  0.31
26 H 1.602 -2.082 1.161  0.34
27 H -2.157 -1.544 -0.009  0.31
28 H -1.157 2.821 0.330  0.27
29 H 1.853 0.494 -1.001  0.26

=====

Below is a cluster of 9 separate species, H18O12P in total in a non-equilibrium geometry, with properties calculated with ωB97M-V/def2-TZVPD.

Results
charge = -1
HOMO energy = -2.609 eV
LUMO level = 1.561 eV
orbital gap = 4.17 eV

Last column: Mulliken charge in e.
Cartesian coordinates (Å):
1 P 0.825 0.910 1.935  1.04
2 O -0.129 1.370 0.713  -0.97
3 O 1.265 -2.469 0.140  -0.76
4 O -2.203 2.591 1.067  -0.40
5 O -2.069 -0.232 2.999  -0.50
6 O 0.441 3.058 -1.251  -0.69
7 O 2.261 1.342 1.668  -0.90
8 O 0.761 -0.651 1.962  -0.94
9 O 0.331 1.334 3.322  -0.84
10 O -0.434 -0.748 -0.769  -0.38
11 O 2.620 -1.442 -2.637  -0.66
12 O -0.411 0.790 -2.882  -0.63
13 O -0.227 -4.780 -0.173  -0.68
14 H -2.866 1.898 0.943  0.38
15 H -0.370 -0.142 -1.554  0.49
16 H 0.359 -4.021 0.033  0.46
17 H -2.119 3.117 0.256  0.42
18 H -2.278 -0.074 2.075  0.18
19 H -0.017 3.864 -0.998  0.22
20 H -2.620 0.383 3.494  0.28
21 H 0.285 -1.436 -0.765  0.52
22 H -0.301 0.664 -3.829  0.29
23 H 0.463 2.493 -0.412  0.52
24 H 2.188 -2.700 0.010  0.22
25 H -0.303 -0.176 0.062  0.36
26 H 2.575 -0.587 -2.191  0.35
27 H -0.998 -4.381 -0.582  0.28
28 H 3.104 -2.003 -2.027  0.28
29 H -1.202 2.136 1.154  0.28
30 H -0.200 1.725 -2.711  0.32
31 H 1.269 -1.834 0.946  0.44

=====

Below is a cluster of 9 separate species, H18O9 in total in a non-equilibrium geometry, with properties calculated with ωB97M-V/def2-TZVPD.

Results
2S+1 = 2
charge = -1
HOMO energy (spin up / spin down) = 0.219 / -7.828 eV
LUMO level (spin up / spin down) = 2.915 / 2.780 eV
orbital gap (spin up / spin down) = 2.70 / 10.61 eV
<S²> = 0.75

Last column: Mulliken charge in e.
Cartesian coordinates (Å):
1 O -0.077 -1.550 1.527  -0.68
2 O 0.875 2.370 -2.452  -0.74
3 O -2.260 -1.677 -1.691  -0.64
4 O -2.122 -3.452 0.548  -0.76
5 O 1.748 -1.418 -1.833  -0.84
6 O 2.426 0.131 1.122  -0.66
7 O -0.027 1.734 1.888  -0.41
8 O -0.548 4.213 0.727  -0.84
9 O 0.034 0.248 -0.663  -0.71
10 H -0.734 -0.321 -0.693  0.18
11 H 0.922 -1.083 -1.486  0.33
12 H -2.135 -4.005 1.330  0.36
13 H 0.566 1.511 -2.164  0.34
14 H 2.102 0.124 0.221  0.21
15 H -0.373 0.997 2.391  0.04
16 H -2.789 -2.398 -2.034  0.27
17 H 0.844 1.886 2.253  0.34
18 H -0.633 3.278 0.916  0.27
19 H 3.027 0.875 1.154  0.41
20 H 1.774 2.216 -2.742  0.31
21 H -0.504 -1.681 2.374  0.51
22 H 0.050 0.585 0.233  0.23
23 H 0.578 -0.872 1.691  0.10
24 H -1.823 -1.313 -2.461  0.30
25 H -1.014 4.645 1.442  0.36
26 H 1.505 -2.215 -2.305  0.41
27 H -1.412 -2.829 0.707  0.31

=====

Calculated relative energy (zero: lowest compared OMol25 entry of this formula, charge and spin) in order - 3.535, 0.625, 0.000, 0.566 eV